Density functional theory data (ωB97M-V/def2-TZVPD) for a 4-piece molecular cluster, C47H100N5O overall at a distorted geometry.

XYZ file:
```
153
Properties=species:S:1:pos:R:3
C 1.10429 -2.99332 1.78169
C 2.31874 -2.49151 2.59168
C 2.75627 -1.10178 2.13846
C 3.58518 -1.16432 0.84843
C 3.44406 0.04022 -0.09095
C 3.38492 1.41286 0.59326
C 4.19687 2.49451 -0.13503
C 3.56045 3.87512 0.00276
C 2.29982 4.03450 -0.88106
C 1.04891 4.50613 -0.13088
C 0.16659 5.51464 -0.90422
C 0.04077 6.89884 -0.23089
C -1.36115 7.25078 0.26116
C -2.07553 6.09881 0.98637
C -2.99503 6.58713 2.10694
C -3.41303 5.46701 3.08534
C -4.87545 5.14516 3.06863
C -5.58836 5.09036 1.84619
C -6.93659 4.75435 1.87584
C -7.51345 4.48750 3.12243
C -8.95321 4.10788 3.28675
C -9.16607 2.83736 4.13635
C -9.04368 1.56210 3.29275
C -10.37871 1.13804 2.67931
C -10.22320 0.04357 1.61582
C -11.32382 0.09672 0.54733
C -10.92949 0.96734 -0.65078
C -12.12834 1.43239 -1.48344
O -11.93617 1.13963 -2.85764
C -11.91817 2.27137 -3.69318
N -6.74879 4.58418 4.18970
N -5.44660 4.90361 4.21517
H 0.18462 -2.87883 2.34658
H 1.01749 -2.42160 0.85841
H 1.22459 -4.03887 1.50893
H 2.01274 -2.42277 3.63489
H 3.14114 -3.19883 2.52048
H 1.86013 -0.49989 1.96850
H 3.33324 -0.59854 2.91160
H 4.63403 -1.26413 1.13200
H 3.32263 -2.06699 0.29595
H 4.29572 0.02582 -0.77014
H 2.54133 -0.10324 -0.68492
H 3.72199 1.37379 1.62650
H 2.34456 1.74370 0.61521
H 5.20105 2.53164 0.28905
H 4.30987 2.25794 -1.19287
H 4.29346 4.64006 -0.25208
H 3.30136 4.04430 1.04889
H 2.10068 3.05191 -1.31028
H 2.54019 4.69830 -1.70874
H 1.32919 4.92985 0.83208
H 0.43953 3.63108 0.10293
H 0.62006 5.66112 -1.88216
H -0.81570 5.08853 -1.09463
H 0.76378 6.99436 0.57625
H 0.32932 7.65520 -0.96100
H -1.98688 7.60305 -0.55727
H -1.27466 8.08589 0.95840
H -2.66910 5.54593 0.25401
H -1.35031 5.40027 1.40177
H -2.43295 7.31994 2.68276
H -3.85374 7.12268 1.70405
H -3.14554 5.74607 4.09912
H -2.88027 4.54727 2.84471
H -5.09004 5.30309 0.91356
H -7.52930 4.69626 0.97755
H -9.34177 3.89387 2.29458
H -9.51201 4.94417 3.70324
H -8.45498 2.77395 4.96210
H -10.14953 2.89030 4.59520
H -8.28112 1.67231 2.52114
H -8.71769 0.76252 3.95829
H -10.86981 2.01309 2.24504
H -11.01172 0.74749 3.47263
H -10.24254 -0.92798 2.10385
H -9.26025 0.14366 1.11455
H -11.49749 -0.91648 0.18686
H -12.26000 0.44333 0.98427
H -10.29853 0.37929 -1.31254
H -10.35456 1.82085 -0.28604
H -13.04179 0.94236 -1.14811
H -12.26228 2.50968 -1.36551
H -11.82849 1.92091 -4.71647
H -12.83914 2.85150 -3.60951
H -11.06378 2.91878 -3.47698
H -7.15288 4.39518 5.09767
C 4.40893 -6.39875 2.13052
C 4.26164 -7.54898 3.11657
N 3.23183 -7.32255 4.11431
C 3.27326 -8.27149 5.21287
C 2.98871 -9.74792 4.90835
C 1.91486 -7.00743 3.59360
C 1.24374 -8.02441 2.65863
H 4.59010 -5.45896 2.65492
H 5.25632 -6.58893 1.46988
H 3.52688 -6.27938 1.49931
H 5.20957 -7.66764 3.64768
H 4.10761 -8.48135 2.55013
H 2.57962 -7.92810 5.98519
H 4.26846 -8.20137 5.66256
H 1.92988 -9.93310 4.73273
H 3.28444 -10.36043 5.76207
H 3.54858 -10.10343 4.04310
H 1.98505 -6.05328 3.06405
H 1.25144 -6.80709 4.43875
H 1.94050 -8.42368 1.92058
H 0.43166 -7.54047 2.11160
H 0.80970 -8.86108 3.20358
C 3.19543 0.59879 -3.74471
C 3.86441 0.57478 -5.10867
N 3.45230 1.67335 -5.96214
C 3.87742 1.52131 -7.34272
C 5.38153 1.53332 -7.64328
C 3.60402 2.99921 -5.38977
C 5.00326 3.43204 -4.92850
H 2.10834 0.61216 -3.84266
H 3.47513 -0.29276 -3.18174
H 3.50090 1.46246 -3.15255
H 3.59234 -0.35625 -5.61309
H 4.95608 0.53667 -4.96187
H 3.39030 2.29937 -7.93663
H 3.46382 0.57527 -7.70556
H 5.80381 2.53512 -7.57851
H 5.55366 1.17763 -8.66073
H 5.93912 0.88040 -6.97129
H 2.92669 3.07591 -4.53464
H 3.22249 3.72255 -6.11467
H 5.51401 2.64202 -4.37582
H 4.92063 4.29401 -4.26268
H 5.63881 3.72890 -5.76103
C 6.42506 -1.95448 -2.69162
C 7.33117 -3.14859 -2.42561
N 7.02872 -3.82919 -1.18010
C 8.04573 -4.78493 -0.77873
C 8.27783 -6.01381 -1.66718
C 5.65246 -4.25952 -1.02324
C 5.06871 -5.22410 -2.06609
H 6.45396 -1.25180 -1.85680
H 6.76024 -1.43187 -3.58881
H 5.38847 -2.25197 -2.85800
H 8.36152 -2.78949 -2.35997
H 7.29438 -3.82023 -3.29828
H 7.81590 -5.11916 0.23676
H 8.99008 -4.23760 -0.69903
H 7.48269 -6.75080 -1.56230
H 9.20948 -6.50323 -1.37739
H 8.36381 -5.74775 -2.72095
H 5.02562 -3.36410 -0.99865
H 5.54251 -4.70138 -0.02912
H 5.34072 -4.94091 -3.08381
H 3.97823 -5.21407 -2.00525
H 5.38952 -6.25173 -1.90224
```

Results
E_HOMO, eV: -9.03
LUMO, eV: -4.67
Total charge: +1
E_tot, Ha: -2199.48550
2S+1: 1
Maximum force, Eh/bohr: 0.031

Here are the Löwdin charges for atoms 1 to 99, given in e: atom 1 (C): -0.10, atom 2 (C): -0.25, atom 3 (C): -0.23, atom 4 (C): -0.21, atom 5 (C): -0.20, atom 6 (C): -0.20, atom 7 (C): -0.21, atom 8 (C): -0.21, atom 9 (C): -0.20, atom 10 (C): -0.20, atom 11 (C): -0.19, atom 12 (C): -0.20, atom 13 (C): -0.20, atom 14 (C): -0.21, atom 15 (C): -0.19, atom 16 (C): -0.11, atom 17 (C): -0.23, atom 18 (C): 0.09, atom 19 (C): 0.07, atom 20 (C): -0.18, atom 21 (C): -0.10, atom 22 (C): -0.18, atom 23 (C): -0.21, atom 24 (C): -0.21, atom 25 (C): -0.21, atom 26 (C): -0.21, atom 27 (C): -0.17, atom 28 (C): -0.23, atom 29 (O): -0.19, atom 30 (C): -0.12, atom 31 (N): 0.12, atom 32 (N): 0.18, atom 33 (H): 0.07, atom 34 (H): 0.06, atom 35 (H): 0.05, atom 36 (H): 0.10, atom 37 (H): 0.09, atom 38 (H): 0.11, atom 39 (H): 0.10, atom 40 (H): 0.12, atom 41 (H): 0.10, atom 42 (H): 0.09, atom 43 (H): 0.11, atom 44 (H): 0.11, atom 45 (H): 0.10, atom 46 (H): 0.11, atom 47 (H): 0.09, atom 48 (H): 0.11, atom 49 (H): 0.10, atom 50 (H): 0.10, atom 51 (H): 0.10, atom 52 (H): 0.09, atom 53 (H): 0.10, atom 54 (H): 0.10, atom 55 (H): 0.10, atom 56 (H): 0.11, atom 57 (H): 0.11, atom 58 (H): 0.11, atom 59 (H): 0.11, atom 60 (H): 0.11, atom 61 (H): 0.11, atom 62 (H): 0.11, atom 63 (H): 0.11, atom 64 (H): 0.12, atom 65 (H): 0.13, atom 66 (H): 0.13, atom 67 (H): 0.14, atom 68 (H): 0.12, atom 69 (H): 0.14, atom 70 (H): 0.10, atom 71 (H): 0.12, atom 72 (H): 0.11, atom 73 (H): 0.12, atom 74 (H): 0.11, atom 75 (H): 0.12, atom 76 (H): 0.11, atom 77 (H): 0.11, atom 78 (H): 0.12, atom 79 (H): 0.11, atom 80 (H): 0.12, atom 81 (H): 0.10, atom 82 (H): 0.12, atom 83 (H): 0.11, atom 84 (H): 0.09, atom 85 (H): 0.09, atom 86 (H): 0.09, atom 87 (H): 0.18, atom 88 (C): -0.09, atom 89 (C): -0.27, atom 90 (N): -0.20, atom 91 (C): -0.25, atom 92 (C): -0.08, atom 93 (C): -0.25, atom 94 (C): -0.08, atom 95 (H): 0.08, atom 96 (H): 0.06, atom 97 (H): 0.06, atom 98 (H): 0.12, atom 99 (H): 0.10